ORCA calculation (the ωB97M-V functional and the def2-TZVPD basis) on a single C3H4O3S molecule.

## Properties
- gap between HOMO and LUMO (eV) = 9.1
- total energy (eV) = -20153.0940
- ΔE to the lowest compared entry with this formula, charge and spin (kJ/mol) = 123.5
- molecular weight (g/mol) = 120.1
- E_LUMO (Eh) = 0.006
- SMILES = O=COCC(O)=S

XYZ file:
```
11
Properties=species:S:1:pos:R:3:forces:R:3:mulliken_charge:R:1
O -1.71940 0.93997 0.07201 -0.1 -0.4 -0.3 -0.58
C -1.67819 -0.12623 -0.50246 0.2 0.2 0.4 0.28
O -0.66427 -0.98056 -0.45410 0.2 0.1 0.1 -0.27
C 0.41170 -0.69955 0.48627 -0.1 -0.1 0.5 -0.50
C 1.40006 0.33786 -0.02469 0.3 -0.4 -0.2 0.38
O 0.91099 1.54791 -0.22050 0.3 0.1 -0.1 -0.49
S 2.95642 -0.03049 -0.29923 -0.2 0.0 0.1 -0.30
H -2.47411 -0.54909 -1.11910 -0.1 0.2 -0.1 0.38
H -0.03114 -0.33629 1.44324 0.2 -0.3 -0.6 0.33
H 0.92246 -1.66076 0.62185 -0.2 0.5 0.0 0.31
H -0.03453 1.55721 -0.00329 -0.5 0.1 0.1 0.46
```
Forces are in eV/Å.